1.
{
  "formula": "C4H5NO2",
  "method": "ωB97M-V/def2-TZVPD",
  "symbols": ["O", "O", "N", "C", "C", "C", "C", "H", "H", "H", "H", "H"],
  "coordinates": [[-0.88, 0.79, -1.03], [-0.99, -1.63, -1.51], [0.83, 1.33, 0.39], [-0.34, -0.84, 0.76], [-0.17, 1.65, -0.42], [0.91, 0.03, 0.63], [-0.46, -0.89, -0.74], [0.81, -0.54, -0.87], [-1.16, -0.42, 1.34], [-0.33, 2.70, -0.67], [1.87, -0.34, 1.00], [-0.08, -1.85, 1.11]],
  "orbital_gap_ev": 9.00,
  "lumo_energy_ha": -0.018,
  "e_above_lowest_ev": 3.571,
  "e_homo_ev": -9.497,
  "e_tot_ha": -360.53818,
  "charge": 0
}

***

2.
{
  "formula": "C9H11NO3",
  "method": "ωB97M-V/def2-TZVPD",
  "symbols": ["O", "O", "O", "N", "C", "C", "C", "C", "C", "C", "C", "C", "C", "H", "H", "H", "H", "H", "H", "H", "H", "H", "H", "H"],
  "coordinates": [[2.35, 2.27, 0.04], [-1.92, -0.26, -0.21], [4.59, 0.42, 0.02], [-1.80, -1.63, 0.04], [0.60, -0.99, -0.18], [-0.57, -1.77, -0.04], [3.32, 0.00, 0.10], [3.12, -1.30, 0.20], [1.75, -1.90, 0.09], [-3.49, 1.55, 0.10], [-3.49, 0.21, 0.14], [2.12, 0.87, 0.10], [0.84, 0.39, -0.32], [1.54, -3.05, 0.01], [-4.63, 1.61, 0.07], [-3.39, 2.23, 1.10], [0.03, 1.23, -0.27], [-2.95, 1.96, -0.87], [4.56, 1.28, -0.10], [1.47, 2.52, -0.67], [3.98, -2.16, 0.09], [-3.54, -0.03, 1.28], [-0.44, -2.89, -0.20], [-4.09, -0.56, -0.52]],
  "orbital_gap_ev": 8.28,
  "lumo_energy_ha": 0.012,
  "e_above_lowest_ev": 8.541,
  "e_homo_ev": -7.952,
  "e_tot_ha": -629.74447,
  "charge": 0,
  "smiles": "CCO/N=C\\c1ccc(O)c(O)c1"
}

***

3.
{
  "formula": "C5H8NO",
  "method": "ωB97M-V/def2-TZVPD",
  "symbols": ["O", "N", "C", "C", "C", "C", "C", "H", "H", "H", "H", "H", "H", "H", "H"],
  "coordinates": [[-1.79, 0.02, 0.71], [-0.17, 0.61, -0.88], [1.01, 0.15, -1.00], [0.61, -0.23, 1.17], [-1.02, 1.29, -1.82], [-0.65, 0.16, 0.44], [0.74, -1.53, 1.82], [-1.99, 0.79, -1.86], [1.66, -1.62, 2.38], [-0.57, 1.33, -2.80], [-1.20, 2.31, -1.46], [0.63, -2.36, 1.12], [-0.12, -1.63, 2.51], [1.21, 0.60, 1.52], [1.65, 0.12, -1.86]],
  "orbital_gap_ev": 9.67,
  "lumo_energy_ha": -0.205,
  "e_above_lowest_ev": 2.787,
  "e_homo_ev": -15.248,
  "e_tot_ha": -324.93655,
  "charge": 1
}

***

4.
{
  "formula": "C7H12S",
  "method": "ωB97M-V/def2-TZVPD",
  "symbols": ["S", "C", "C", "C", "C", "C", "C", "C", "H", "H", "H", "H", "H", "H", "H", "H", "H", "H", "H", "H"],
  "coordinates": [[2.72, -1.47, -0.21], [0.91, -1.39, 0.28], [0.32, -0.29, -0.47], [-1.07, -0.43, -0.30], [0.71, 1.11, -0.16], [-3.80, -0.63, 0.01], [-2.32, -0.11, -0.09], [2.14, 1.64, 0.13], [2.01, 2.70, 0.20], [3.25, -0.30, 0.61], [2.76, 1.21, -0.81], [0.51, -0.39, -1.65], [2.74, 1.03, 0.88], [0.08, 1.45, 0.71], [0.51, -2.49, 0.48], [0.44, 2.00, -1.01], [0.83, -1.01, 1.35], [-4.64, -0.26, 0.99], [-4.51, -0.39, -0.98], [-3.61, -1.98, 0.03]],
  "orbital_gap_ev": 9.54,
  "lumo_energy_ha": 0.018,
  "e_above_lowest_ev": 7.601,
  "e_homo_ev": -9.037,
  "e_tot_ha": -671.83756,
  "charge": 0
}

***

5.
{
  "formula": "C23H20BrN2OPPd",
  "method": "ωB97M-V/def2-TZVPD",
  "symbols": ["Pd", "Br", "P", "O", "N", "N", "C", "C", "C", "C", "C", "C", "C", "C", "C", "C", "C", "C", "C", "C", "C", "C", "C", "C", "C", "C", "C", "C", "C", "H", "H", "H", "H", "H", "H", "H", "H", "H", "H", "H", "H", "H", "H", "H", "H", "H", "H", "H", "H"],
  "coordinates": [[0.75, -1.06, 0.48], [0.95, -2.06, 3.01], [-0.66, 0.59, -0.63], [5.17, -4.97, 2.13], [2.37, -2.36, 0.75], [-2.10, -2.17, -0.17], [-2.44, 0.21, -0.56], [-5.17, -0.25, 0.09], [-2.90, -1.10, -0.17], [-0.34, 1.97, -4.54], [-4.27, -1.27, 0.23], [-4.74, 0.99, -0.39], [4.29, -3.68, 0.30], [1.05, 2.20, 3.28], [-0.09, 1.33, 0.89], [3.30, -3.67, 2.52], [4.30, -4.14, 1.63], [3.32, -2.80, -0.10], [0.18, 3.82, -3.14], [1.88, 1.85, 2.23], [-0.35, 2.12, 3.15], [2.39, -2.81, 2.01], [-0.04, 3.00, -1.97], [-0.92, 1.67, 1.98], [-0.54, 1.13, -3.37], [-3.37, 1.21, -0.68], [1.33, 1.42, 1.03], [0.01, 3.31, -4.41], [-0.40, 1.65, -2.09], [5.85, -5.28, 1.51], [-0.46, 1.52, -5.52], [-6.22, -0.41, 0.34], [-5.45, 1.80, -0.52], [-1.44, -2.35, -0.92], [-2.49, -3.02, 0.24], [3.28, -2.43, -1.12], [-3.06, 2.22, -0.96], [2.95, 1.94, 2.33], [1.97, 1.22, 0.18], [5.04, -4.01, -0.41], [0.16, 3.93, -5.29], [-0.82, 0.10, -3.55], [3.28, -4.01, 3.55], [0.08, 3.47, -1.00], [0.49, 4.84, -2.98], [-2.00, 1.60, 1.89], [1.47, 2.56, 4.21], [-4.60, -2.25, 0.57], [-0.98, 2.41, 3.98]],
  "orbital_gap_ev": [7.04, 2.70],
  "lumo_energy_ha": [-0.459, -0.617],
  "multiplicity": 5,
  "e_homo_ev": [-19.542, -19.498],
  "e_tot_ha": -4114.74907,
  "charge": 4,
  "s_squared": 6.09
}

***

6.
{
  "formula": "C46H33BrClIN4O5P2Tl",
  "method": "ωB97M-V/def2-TZVPD",
  "symbols": ["Tl", "I", "Br", "Cl", "P", "P", "O", "O", "O", "O", "O", "N", "N", "N", "N", "C", "C", "C", "C", "C", "C", "C", "C", "C", "C", "C", "C", "C", "C", "C", "C", "C", "C", "C", "C", "C", "C", "C", "C", "C", "C", "C", "C", "C", "C", "C", "C", "C", "C", "C", "C", "C", "C", "C", "C", "C", "C", "C", "C", "C", "C", "H", "H", "H", "H", "H", "H", "H", "H", "H", "H", "H", "H", "H", "H", "H", "H", "H", "H", "H", "H", "H", "H", "H", "H", "H", "H", "H", "H", "H", "H", "H", "H", "H"],
  "coordinates": [[0.87, 1.05, 1.35], [5.88, 1.97, 3.70], [-3.09, -2.55, 7.63], [3.93, 7.34, 4.05], [-1.76, 0.15, -1.36], [0.33, -1.94, -0.79], [-0.19, -1.31, 2.00], [2.94, 1.68, 2.88], [1.29, -0.83, -0.79], [-1.01, 1.31, -0.87], [-2.32, -1.88, 2.25], [4.57, 0.19, -4.54], [0.80, 3.47, 2.76], [0.19, -0.64, 6.09], [2.40, 2.17, -0.78], [-0.31, -3.95, -2.70], [1.16, 6.14, 3.38], [-0.21, 4.30, 2.73], [1.93, 3.32, -1.22], [-1.21, -1.53, 2.69], [0.63, -4.01, -4.91], [2.80, 2.95, -3.41], [-5.42, 1.87, -1.40], [1.34, -2.85, -4.64], [-6.27, 0.89, -0.90], [-0.35, -4.03, 0.99], [-4.41, -0.59, -0.59], [2.03, 3.89, 3.11], [2.10, 3.75, -2.53], [-0.34, 0.40, -5.17], [-1.44, -1.50, -0.64], [-0.02, -4.93, 1.99], [-0.62, 0.66, -3.84], [3.28, 1.72, -2.94], [0.40, -2.78, -2.43], [-0.71, -1.17, 6.89], [4.34, 3.41, 3.57], [0.65, -3.25, 0.42], [3.98, 0.86, -3.81], [3.04, 1.38, -1.61], [4.60, 4.73, 3.84], [-2.03, -1.91, 5.04], [-3.56, 0.37, -1.13], [-1.51, -0.14, -3.14], [-1.83, -1.48, -5.11], [-5.76, -0.32, -0.49], [2.27, 5.26, 3.42], [2.29, -4.32, 1.80], [1.97, -3.41, 0.81], [-1.83, -1.81, 6.40], [-2.13, -1.20, -3.79], [1.22, -2.24, -3.40], [3.10, 2.89, 3.16], [-1.06, -1.38, 4.20], [-0.07, 5.66, 3.04], [-0.93, -0.68, -5.80], [1.30, -5.07, 2.40], [-4.07, 1.61, -1.51], [3.58, 5.66, 3.75], [-0.19, -4.55, -3.94], [0.03, -0.75, 4.78], [-0.53, -1.07, 7.95], [-1.74, -1.48, 0.42], [1.42, 3.94, -0.50], [2.98, 3.24, -4.43], [-0.69, -0.91, -6.83], [-0.80, -5.50, 2.47], [-0.94, 6.31, 3.02], [-6.42, -1.08, -0.08], [0.72, -4.48, -5.88], [3.32, -4.43, 2.12], [1.78, -1.35, -3.17], [-2.91, -2.38, 4.61], [1.99, -2.42, -5.40], [-7.33, 1.08, -0.83], [1.32, 7.18, 3.62], [-0.15, 1.49, -3.32], [0.34, 1.04, -5.73], [-4.02, -1.52, -0.23], [-1.38, -3.89, 0.71], [-3.39, 2.35, -1.89], [-2.04, -2.24, -1.17], [-0.93, -4.39, -1.94], [1.54, -5.76, 3.20], [3.37, 0.44, -1.19], [5.60, 5.05, 4.11], [-2.30, -2.32, -5.60], [-2.85, -1.81, -3.25], [0.81, -0.31, 4.16], [1.69, 4.70, -2.85], [-0.74, -5.46, -4.15], [-1.16, 3.88, 2.44], [-5.82, 2.83, -1.69], [2.72, -2.78, 0.36]],
  "orbital_gap_ev": 6.37,
  "lumo_energy_ha": 0.074,
  "e_homo_ev": -4.370,
  "e_tot_ha": -6555.29530,
  "charge": -1
}

***

7.
{
  "formula": "C4H7NO",
  "method": "ωB97M-V/def2-TZVPD",
  "symbols": ["O", "N", "C", "C", "C", "C", "H", "H", "H", "H", "H", "H", "H"],
  "coordinates": [[0.69, -0.10, -1.04], [-0.71, -0.21, 0.61], [0.04, 0.59, -0.18], [-0.43, -1.62, 0.28], [0.80, -1.45, -0.57], [0.07, 2.05, -0.10], [0.30, 2.44, -1.10], [-0.27, -2.33, 1.10], [0.86, -2.10, -1.44], [0.09, -0.25, 1.81], [0.85, 2.38, 0.60], [-0.89, 2.46, 0.24], [-1.39, -1.87, -0.20]],
  "orbital_gap_ev": [6.65, 7.74],
  "lumo_energy_ha": [0.003, 0.009],
  "e_above_lowest_ev": 5.773,
  "e_homo_ev": [-6.565, -7.503],
  "e_tot_ha": -286.41948,
  "charge": 0
}

***

8.
{
  "formula": "C6H12NO",
  "method": "ωB97M-V/def2-TZVPD",
  "symbols": ["O", "N", "C", "C", "C", "C", "C", "C", "H", "H", "H", "H", "H", "H", "H", "H", "H", "H", "H", "H"],
  "coordinates": [[-1.16, 1.28, 1.46], [-0.28, 1.94, -0.81], [1.50, -1.68, 0.47], [-0.96, 2.32, 0.52], [0.33, -1.07, 0.10], [-0.25, -0.66, -1.22], [-0.93, 0.80, -1.56], [1.94, -2.09, 1.63], [2.78, -2.79, 1.72], [-2.01, 0.77, -1.27], [0.69, 1.66, -0.69], [-1.03, -1.38, -1.52], [-0.54, -1.08, 0.97], [1.23, -2.20, 2.46], [0.53, -0.74, -1.96], [-2.08, 2.57, 0.39], [-0.63, 0.86, -2.69], [-0.79, 0.34, 1.16], [2.16, -1.95, -0.40], [-0.51, 3.12, 1.24]],
  "orbital_gap_ev": 5.44,
  "lumo_energy_ha": 0.148,
  "e_above_lowest_ev": 2.675,
  "e_homo_ev": -1.419,
  "e_tot_ha": -365.68043,
  "charge": -1
}